Record 1
2 unconnected molecules or ions with the total composition CH7N3 at a distorted geometry. Source: the Open Molecules 2025 dataset; level of theory: ωB97M-V with the def2-TZVPD basis set.

Results
Structure (SMILES): [H]/N=C/N.N
Energy relative to the best compared isomer or geometry (same formula, charge and spin), eV: 0.415
Highest occupied orbital energy, eV: -9.3734
Calculated total energy, a.u.: -206.54926
HOMO-LUMO gap, Ha: 0.38570

The geometry in ORCA input format:
```
! wB97M-V def2-TZVPD RIJCOSX def2/J DEFGRID3
* xyz 0 1
N -0.0763 1.2785 1.5521
H -0.4505 2.0735 2.0538
H -0.8550 0.9481 0.9920
H 0.2048 0.5498 2.1930
N 1.0628 -0.0898 -1.0214
C -0.1032 -0.8251 -1.1771
N -1.0099 -1.0011 -0.2860
H 1.9184 -0.5791 -1.2250
H 1.0059 0.5044 -0.1962
H 0.0816 -1.4884 -2.0336
H -1.7784 -1.3709 -0.8515
*
```

Record 2
2 unconnected molecules or ions with the total composition CH7N3O at a distorted geometry. Source: the Open Molecules 2025 dataset; level of theory: ωB97M-V with the def2-TZVPD basis set.

Results
Structure (SMILES): N=C(N)N.O
Energy relative to the best compared isomer or geometry (same formula, charge and spin), eV: 0.842
Highest occupied orbital energy, eV: -9.2713
Calculated total energy, a.u.: -281.81889
HOMO-LUMO gap, Ha: 0.36683

The geometry in ORCA input format:
```
! wB97M-V def2-TZVPD RIJCOSX def2/J DEFGRID3
* xyz 0 1
N -1.7388 -0.4122 0.7326
C -0.4161 -0.0070 0.6338
N -0.2270 1.2461 0.1132
N 0.6077 -0.7536 0.9088
H -1.8335 -1.3182 1.1561
H -2.3673 -0.2250 -0.0327
H -0.9268 1.5501 -0.5396
H 0.7285 1.3384 -0.2060
H 0.2535 -1.6948 1.0413
H 1.2380 -0.5007 -1.0398
H 1.9244 -0.6090 -2.4086
O 1.5691 0.0347 -1.7879
*
```

Record 3
2 unconnected molecules or ions with the total composition CH7N3O at a distorted geometry. Source: the Open Molecules 2025 dataset; level of theory: ωB97M-V with the def2-TZVPD basis set.

Results
Structure (SMILES): N=C(N)N.O
Energy relative to the best compared isomer or geometry (same formula, charge and spin), eV: 1.976
Highest occupied orbital energy, eV: -8.7565
Calculated total energy, a.u.: -281.77721
HOMO-LUMO gap, Ha: 0.33970

The geometry in ORCA input format:
```
! wB97M-V def2-TZVPD RIJCOSX def2/J DEFGRID3
* xyz 0 1
N 1.4366 0.1687 -0.2283
C 0.2528 0.4219 -0.8580
N -0.8914 0.8784 -0.1099
N -0.0579 0.2502 -2.1526
H 1.9173 -0.7382 -0.7472
H 1.6062 0.1888 0.7588
H -0.9512 1.4848 0.6681
H -1.7365 0.8060 -0.6187
H 0.7551 -0.0489 -2.7766
H -1.2454 -1.2610 1.9229
H -0.5039 -0.5133 2.9037
O -0.5962 -1.4413 2.5591
*
```

Record 4
2 unconnected molecules or ions with the total composition CH7N4 at a distorted geometry. Source: the Open Molecules 2025 dataset; level of theory: ωB97M-V with the def2-TZVPD basis set.

Results
Energy relative to the best compared isomer or geometry (same formula, charge and spin), eV: 1.503
Highest occupied orbital energy, eV: -15.0899
Calculated total energy, a.u.: -260.96958
HOMO-LUMO gap, Ha: 0.31504

The geometry in ORCA input format:
```
! wB97M-V def2-TZVPD RIJCOSX def2/J DEFGRID3
* xyz 1 1
C 1.0318 0.4281 -0.7041
N 2.1877 0.8053 -0.4460
N 0.6843 -0.9065 1.0793
N 0.4189 -0.7021 -0.0919
N -1.9600 0.1470 -0.0798
H 0.3833 0.9673 -1.4053
H 2.6389 1.4838 -1.0069
H 0.3436 -1.8052 1.4942
H 1.3655 -0.2636 1.5512
H -2.0461 -0.3906 -0.8928
H -2.3411 -0.5398 0.6677
H -2.7068 0.7764 -0.1655
*
```

Record 5
A gas-phase ion, CH7N4O (charge +1) at a distorted geometry. Source: the Open Molecules 2025 dataset; level of theory: ωB97M-V with the def2-TZVPD basis set.

Results
Structure (SMILES): N/C(=N/[NH3+])NO
Energy relative to the best compared isomer or geometry (same formula, charge and spin), eV: 2.907
Highest occupied orbital energy, eV: -12.9718
Calculated total energy, a.u.: -336.15108
HOMO-LUMO gap, Ha: 0.34666

The geometry in ORCA input format:
```
! wB97M-V def2-TZVPD RIJCOSX def2/J DEFGRID3
* xyz 1 1
C -0.0880 -0.4280 -0.6700
N -0.7826 1.2559 -0.6253
N 0.1002 -0.7636 -1.9108
N 0.2350 -1.1514 0.3780
N -0.9629 1.6988 0.6979
O 0.6681 -2.4646 0.1601
H -0.1449 -0.0935 -2.6238
H 0.4363 -1.6851 -2.1645
H -0.1199 -0.9952 1.3120
H -0.0930 1.7684 1.2759
H -1.6962 1.1948 1.2503
H -1.3094 2.6665 0.5545
H 1.6134 -2.5333 0.3801
*
```

Record 6
A gas-phase ion, CH7N4O (charge +1) at a distorted geometry. Source: the Open Molecules 2025 dataset; level of theory: ωB97M-V with the def2-TZVPD basis set.

Results
Structure (SMILES): NN/C([NH3+])=N\O
Energy relative to the best compared isomer or geometry (same formula, charge and spin), eV: 1.812
Highest occupied orbital energy, eV: -13.8963
Calculated total energy, a.u.: -336.19130
HOMO-LUMO gap, Ha: 0.38684

The geometry in ORCA input format:
```
! wB97M-V def2-TZVPD RIJCOSX def2/J DEFGRID3
* xyz 1 1
C -0.0736 0.8627 -0.2095
N 0.0173 2.0718 -0.2817
N -0.0241 -0.0961 -1.3128
N 0.0929 -0.0066 0.9572
N 0.0936 -1.3906 0.6938
O -0.0577 2.7919 0.8725
H 0.7697 -0.0353 -1.8183
H -0.8654 0.0523 -1.9851
H -0.3053 0.2831 1.8328
H -0.6744 -1.8881 1.1276
H 0.9357 -2.0068 0.9380
H -0.1705 -1.1057 -0.7036
H -0.0072 3.7794 0.6245
*
```

Record 7
A gas-phase ion, CH7N4OS (charge +1) at a distorted geometry. Source: the Open Molecules 2025 dataset; level of theory: ωB97M-V with the def2-TZVPD basis set.

Results
Structure (SMILES): N[N+](N)=C(O)NS
Energy relative to the best compared isomer or geometry (same formula, charge and spin), eV: 0.947
Highest occupied orbital energy, eV: -12.8672
Calculated total energy, a.u.: -734.39998
HOMO-LUMO gap, Ha: 0.34168

The geometry in ORCA input format:
```
! wB97M-V def2-TZVPD RIJCOSX def2/J DEFGRID3
* xyz 1 1
C -0.8730 0.5195 0.1911
N 0.7356 -1.2102 -0.4714
N -1.9743 -0.4162 0.2359
N 0.3662 0.0618 -0.1026
N 1.3530 1.0845 -0.1428
O -1.1498 1.7477 0.3781
S -3.6182 -0.1784 -0.2781
H 0.5482 -1.5118 -1.5489
H 1.6521 -1.3960 -0.2761
H -1.6883 -1.4005 -0.0267
H -0.4015 2.3619 0.3276
H 1.2582 1.5175 -1.0487
H 2.2595 0.6540 0.0032
H -3.5651 1.2256 -0.3938
*
```

Record 8
A gas-phase ion, CH7N4P2 (charge +1) at a distorted geometry. Source: the Open Molecules 2025 dataset; level of theory: ωB97M-V with the def2-TZVPD basis set.

Results
Structure (SMILES): [H]/P=N\P[NH+]=C(N)N
Energy relative to the best compared isomer or geometry (same formula, charge and spin), eV: 1.519
Highest occupied orbital energy, eV: -13.3885
Calculated total energy, a.u.: -943.75304
HOMO-LUMO gap, Ha: 0.31460

The geometry in ORCA input format:
```
! wB97M-V def2-TZVPD RIJCOSX def2/J DEFGRID3
* xyz 1 1
C -0.9305 -0.2762 -0.5054
N 2.4069 0.6465 0.7558
N -2.1976 0.0405 -0.5383
N -0.5684 -1.2944 0.2746
N -0.0737 0.5590 -0.9621
P 2.7200 -0.0863 2.0870
P 2.0746 0.7669 -0.8063
H -2.9939 -0.5692 -0.4126
H -2.4122 0.8684 -1.1353
H -1.3099 -1.6535 0.8025
H 0.3479 -1.7988 0.0530
H -0.4479 1.1920 -1.6128
H 1.4576 -0.6769 2.6312
H 1.9271 2.2820 -0.6312
*
```

Record 9
A single CH7N5 molecule at a distorted geometry. Source: the Open Molecules 2025 dataset; level of theory: ωB97M-V with the def2-TZVPD basis set.

Results
Structure (SMILES): N=C(NN)NN
Energy relative to the best compared isomer or geometry (same formula, charge and spin), eV: 1.392
Highest occupied orbital energy, eV: -9.3257
Calculated total energy, a.u.: -315.97385
HOMO-LUMO gap, Ha: 0.37378

The geometry in ORCA input format:
```
! wB97M-V def2-TZVPD RIJCOSX def2/J DEFGRID3
* xyz 0 1
C -0.2452 0.7803 0.0026
H 2.2422 -0.9213 0.8335
H 0.7963 -0.7960 1.8542
H 1.3650 1.2435 0.7591
H -1.7355 2.0377 -0.0097
H -2.0627 -0.0335 -0.4824
H -0.0598 -0.5665 -1.9731
H -0.0164 -1.7300 -0.7237
N 1.1254 -0.9079 0.7970
N 1.0880 0.4389 0.1871
N -0.7055 1.9159 0.3731
N -1.1368 -0.3342 -0.3056
N -0.6551 -1.1271 -1.3122
*
```

Record 10
A gas-phase ion, CH7N5P (charge +1) at a distorted geometry. Source: the Open Molecules 2025 dataset; level of theory: ωB97M-V with the def2-TZVPD basis set.

Results
Structure (SMILES): [H]/N=C(/N)P(N)#[N+]N
Energy relative to the best compared isomer or geometry (same formula, charge and spin), eV: 1.967
Highest occupied orbital energy (alpha / beta), eV: -13.1934 / -13.2009
Calculated total energy, a.u.: -657.07851
HOMO-LUMO gap (alpha / beta), Ha: 0.28287 / 0.28290

The geometry in ORCA input format:
```
! wB97M-V def2-TZVPD RIJCOSX def2/J DEFGRID3
* xyz 1 1
C -1.6510 -0.0048 -0.0014
N -2.3520 0.8493 0.4546
N 1.1591 1.6608 -0.0180
N -1.7679 -1.2659 -0.2027
N 0.8067 -0.8645 -0.3724
N 2.0245 -1.0873 0.0828
P 0.1767 0.5186 -0.7319
H -2.6250 1.8255 0.6864
H 1.9206 1.5608 -0.7093
H -2.2355 -1.8170 0.5075
H -1.0602 -1.7839 -0.7661
H 2.0144 -1.9218 0.6733
H 1.0130 2.6530 0.0416
H 2.5765 -0.3227 0.3556
*
```

Please write out number 2 again, unchanged.
2 unconnected molecules or ions with the total composition CH7N3O at a distorted geometry. Source: the Open Molecules 2025 dataset; level of theory: ωB97M-V with the def2-TZVPD basis set.

Results
Structure (SMILES): N=C(N)N.O
Energy relative to the best compared isomer or geometry (same formula, charge and spin), eV: 0.842
Highest occupied orbital energy, eV: -9.2713
Calculated total energy, a.u.: -281.81889
HOMO-LUMO gap, Ha: 0.36683

The geometry in ORCA input format:
```
! wB97M-V def2-TZVPD RIJCOSX def2/J DEFGRID3
* xyz 0 1
N -1.7388 -0.4122 0.7326
C -0.4161 -0.0070 0.6338
N -0.2270 1.2461 0.1132
N 0.6077 -0.7536 0.9088
H -1.8335 -1.3182 1.1561
H -2.3673 -0.2250 -0.0327
H -0.9268 1.5501 -0.5396
H 0.7285 1.3384 -0.2060
H 0.2535 -1.6948 1.0413
H 1.2380 -0.5007 -1.0398
H 1.9244 -0.6090 -2.4086
O 1.5691 0.0347 -1.7879
*
```

- Which of these has the highest energy relative to the best compared isomer or geometry (same formula, charge and spin)?
  number 5

- Among the records above, which one has the highest calculated total energy?
  CH7N3